3 unconnected molecules or ions with the total composition C7H13N2 in a non-equilibrium geometry. Source: the OMol25 dataset; level of theory: ωB97M-V with the def2-TZVPD basis set.

Summary:
Relative energy (zero: lowest compared OMol25 entry of this formula, charge and spin) ... 613.0 kJ/mol
Strongest force on any atom ... 0.0761 hartree/bohr
DFT total energy ... -10437.8446 eV
E_LUMO (alpha / beta) ... -4.23 / -4.21 eV

```
! RIJCOSX wB97M-V def2-TZVPD def2/J DEFGRID3
* xyz 1 1
C -0.068 -1.914 -1.063
C -0.726 -0.963 -1.676
C -1.419 1.323 1.876
C -0.424 0.445 1.673
C -0.248 -0.327 0.445
C 0.941 -2.493 0.976
C -0.706 1.341 -1.372
N 0.236 -1.628 0.272
N -1.081 0.041 -0.702
H 0.268 -2.831 -1.526
H -1.175 -1.049 -2.665
H -1.390 1.979 2.725
H -2.234 1.709 1.380
H 0.350 0.651 2.423
H 1.865 1.968 0.071
H 1.005 -2.368 2.079
H 1.296 -3.261 0.409
H 2.436 2.288 0.645
H -0.676 2.094 -0.586
H 0.282 1.279 -1.829
H -1.446 1.630 -2.170
H -2.106 0.067 -0.503
*
```

***

A molecular structure, C7H13N2O in a non-equilibrium geometry. Source: the OMol25 dataset; level of theory: ωB97M-V with the def2-TZVPD basis set.

Summary:
Relative energy (zero: lowest compared OMol25 entry of this formula, charge and spin) ... 361.6 kJ/mol
Strongest force on any atom ... 0.0930 hartree/bohr
DFT total energy ... -12488.2903 eV
E_LUMO ... -2.97 eV

```
! RIJCOSX wB97M-V def2-TZVPD def2/J DEFGRID3
* xyz 1 1
C -2.194 -1.302 -1.980
C -1.125 -1.307 -1.081
C -3.104 -0.363 -1.635
C -1.457 -0.335 -0.174
C 2.304 -0.119 -0.037
C 0.589 1.291 0.821
C -0.865 0.060 1.115
N -0.484 -0.955 2.007
N 1.311 0.947 -0.396
O -2.692 0.197 -0.525
H -2.240 -2.006 -2.778
H -0.441 -2.090 -1.126
H -3.993 0.159 -2.112
H 1.799 -0.773 0.581
H 2.669 -0.673 -0.792
H 3.229 0.179 0.496
H 0.084 2.195 0.795
H 1.211 1.193 1.692
H -1.465 0.877 1.621
H -1.013 -0.870 2.897
H -0.856 -1.797 1.598
H 1.735 1.763 -0.972
H 0.515 0.499 -1.001
*
```

***

A gas-phase ion, C7H13N2O (charge +1) in a non-equilibrium geometry. Source: the OMol25 dataset; level of theory: ωB97M-V with the def2-TZVPD basis set.

Summary:
Relative energy (zero: lowest compared OMol25 entry of this formula, charge and spin) ... 0.0 kJ/mol
Strongest force on any atom ... 0.1470 hartree/bohr
DFT total energy ... -12485.7110 eV
E_LUMO (alpha / beta) ... -2.75 / -5.68 eV

```
! RIJCOSX wB97M-V def2-TZVPD def2/J DEFGRID3
* xyz 1 3
C 1.573 1.196 -0.866
C 0.411 1.505 -0.310
C 2.724 0.418 -0.359
C -0.155 0.954 0.960
C 2.827 -0.817 0.253
C -1.411 0.286 0.461
C -2.435 -1.442 -0.817
N -2.566 0.865 0.471
N 1.830 -1.696 0.557
O -1.267 -0.870 -0.053
H 2.055 1.929 -1.640
H -0.263 2.147 -0.855
H 3.682 0.901 -0.314
H -0.436 1.931 1.421
H 3.891 -1.081 0.549
H -3.411 -1.593 -0.164
H -2.192 -2.466 -1.193
H -2.539 -0.648 -1.558
H -2.425 1.733 0.877
H -3.438 0.445 0.218
H 0.986 -1.407 0.122
H 0.425 0.346 1.621
H 2.136 -2.635 0.620
*
```

***

2 unconnected molecules or ions with the total composition C7H13N2O2 in a non-equilibrium geometry. Source: the OMol25 dataset; level of theory: ωB97M-V with the def2-TZVPD basis set.

Summary:
Relative energy (zero: lowest compared OMol25 entry of this formula, charge and spin) ... 176.8 kJ/mol
Strongest force on any atom ... 0.1113 hartree/bohr
DFT total energy ... -14541.1747 eV
E_LUMO (alpha / beta) ... 3.52 / 3.52 eV

```
! RIJCOSX wB97M-V def2-TZVPD def2/J DEFGRID3
* xyz -1 1
C -1.736 -1.141 -0.148
C -0.511 0.553 -1.687
C 1.691 -1.213 -0.554
C 1.624 1.078 0.469
C 0.300 -0.769 1.618
C -0.507 -0.099 -0.394
C 0.822 -0.251 0.233
N -2.317 1.988 0.061
N -1.850 1.088 0.754
O -1.543 -2.289 -0.518
O -2.738 -0.618 0.357
H -1.237 1.460 -1.803
H -0.869 -0.201 -2.580
H 0.440 0.821 -1.843
H 1.910 -0.830 -1.457
H 1.067 -2.180 -0.841
H 2.551 -1.374 0.041
H 1.118 1.808 1.269
H 1.652 1.521 -0.536
H 2.597 0.928 0.883
H 1.019 -1.508 2.184
H -0.646 -1.326 1.572
H 0.082 0.027 2.381
H -2.917 2.528 0.537
*
```

***

A gas-phase ion, C7H13N2O2 (charge +1) in a non-equilibrium geometry. Source: the OMol25 dataset; level of theory: ωB97M-V with the def2-TZVPD basis set.

Summary:
Relative energy (zero: lowest compared OMol25 entry of this formula, charge and spin) ... 370.8 kJ/mol
Strongest force on any atom ... 0.0673 hartree/bohr
DFT total energy ... -14534.7479 eV
E_LUMO ... -4.00 eV

```
! RIJCOSX wB97M-V def2-TZVPD def2/J DEFGRID3
* xyz 1 1
C 1.516 -1.204 -0.054
C 1.993 1.147 0.119
C 0.846 0.122 0.449
C 0.953 -2.558 0.292
C -0.966 1.726 -0.109
C -0.015 0.364 -1.984
C -0.393 0.317 -0.471
N 2.629 -0.906 -0.602
N 0.422 0.470 1.877
O 2.128 2.308 0.380
O 2.937 0.447 -0.474
H -0.096 -2.440 0.348
H 1.461 -2.955 1.307
H 1.341 -3.269 -0.406
H -0.242 2.229 0.660
H -1.918 1.481 0.383
H -1.131 2.342 -0.951
H 0.217 1.423 -2.424
H -0.950 0.010 -2.651
H 0.739 -0.393 -2.143
H -1.190 -0.555 -0.151
H 0.737 1.395 2.058
H 1.072 0.095 2.560
H -0.559 0.268 1.970
*
```

***

A gas-phase ion, C7H13N2O2 (charge +1) in a non-equilibrium geometry. Source: the OMol25 dataset; level of theory: ωB97M-V with the def2-TZVPD basis set.

Summary:
Relative energy (zero: lowest compared OMol25 entry of this formula, charge and spin) ... 248.3 kJ/mol
Strongest force on any atom ... 0.0754 hartree/bohr
DFT total energy ... -14536.0184 eV
E_LUMO (alpha / beta) ... -4.89 / -4.89 eV

```
! RIJCOSX wB97M-V def2-TZVPD def2/J DEFGRID3
* xyz 1 1
C 1.934 -0.782 -1.023
C 3.029 0.232 0.798
C 0.375 1.514 0.105
C -0.715 0.548 -0.525
C 1.651 1.671 -0.721
C -1.636 -0.062 0.335
C -3.834 -1.433 0.716
N 2.382 0.401 -0.442
N -2.744 -0.858 -0.012
O 2.342 -1.985 -0.818
O 3.331 -0.874 1.154
H -1.338 -0.083 1.462
H 3.079 1.215 1.362
H -0.112 2.524 0.270
H 0.670 1.052 1.034
H -0.770 0.584 -1.558
H 1.242 -0.648 -1.836
H 1.588 1.650 -1.772
H 2.223 2.485 -0.327
H -4.230 -2.301 0.243
H -3.656 -1.557 1.814
H -4.682 -0.715 0.819
H 2.935 -1.976 -0.094
H -3.063 -0.603 -0.985
*
```

***

2 unconnected molecules or ions with the total composition C7H13N2OS in a non-equilibrium geometry. Source: the OMol25 dataset; level of theory: ωB97M-V with the def2-TZVPD basis set.

Summary:
Relative energy (zero: lowest compared OMol25 entry of this formula, charge and spin) ... 222.8 kJ/mol
Strongest force on any atom ... 0.0914 hartree/bohr
DFT total energy ... -23324.1233 eV
E_LUMO ... -4.26 eV

```
! RIJCOSX wB97M-V def2-TZVPD def2/J DEFGRID3
* xyz 1 1
C 4.765 -0.997 -0.274
C 5.192 0.259 -0.050
C 2.698 -0.044 0.088
C -4.497 0.433 0.497
C -2.466 1.117 -0.976
C 1.372 0.147 0.113
C -3.038 0.356 0.160
N 3.415 -1.265 0.005
N -2.373 -0.558 0.811
O 0.481 -0.891 0.145
S 3.826 1.350 0.270
H 5.471 -1.825 -0.580
H 6.106 0.766 -0.164
H -4.966 0.711 -0.383
H -4.960 -0.541 0.767
H -4.623 1.078 1.248
H 2.870 -1.924 -0.535
H -3.204 1.475 -1.566
H -1.798 0.512 -1.480
H -1.768 1.999 -0.621
H -1.369 -0.667 0.488
H -2.793 -0.908 1.658
H 0.875 1.177 0.125
H 0.783 -1.761 0.253
*
```

***

2 unconnected molecules or ions with the total composition C7H13N2OS in a non-equilibrium geometry. Source: the OMol25 dataset; level of theory: ωB97M-V with the def2-TZVPD basis set.

Summary:
Relative energy (zero: lowest compared OMol25 entry of this formula, charge and spin) ... 628.0 kJ/mol
Strongest force on any atom ... 0.0763 hartree/bohr
DFT total energy ... -23319.9231 eV
E_LUMO ... -6.28 eV

```
! RIJCOSX wB97M-V def2-TZVPD def2/J DEFGRID3
* xyz 1 1
C 2.940 -0.792 -0.673
C 2.076 0.269 -0.337
C 2.609 -0.836 1.681
C 2.815 1.609 -0.720
C -5.289 -0.282 -1.040
C -1.991 -0.233 0.540
C -2.976 -0.529 -0.299
N 2.858 0.519 1.950
N 1.735 0.123 1.117
O -4.263 -0.159 0.015
S 3.734 -1.735 0.469
H 3.284 -0.904 -1.617
H 2.233 -1.540 2.427
H 3.628 1.766 0.108
H 2.156 2.421 -0.764
H 3.444 1.554 -1.630
H -5.802 0.728 -1.074
H -5.918 -1.220 -0.632
H -4.939 -0.465 -2.043
H -2.335 -0.134 1.568
H -0.929 -0.262 0.391
H -2.790 -0.831 -1.420
H 1.189 0.095 -0.928
H 2.531 0.839 2.908
*
```

***

2 unconnected molecules or ions with the total composition C7H13N2S in a non-equilibrium geometry. Source: the OMol25 dataset; level of theory: ωB97M-V with the def2-TZVPD basis set.

Summary:
Relative energy (zero: lowest compared OMol25 entry of this formula, charge and spin) ... 306.7 kJ/mol
Strongest force on any atom ... 0.0677 hartree/bohr
DFT total energy ... -21276.4694 eV
E_LUMO ... -4.41 eV

```
! RIJCOSX wB97M-V def2-TZVPD def2/J DEFGRID3
* xyz 1 1
C -1.899 0.503 -0.630
C 1.227 -1.417 -0.931
C 1.500 -0.989 0.351
C 1.640 0.441 0.776
C 1.557 -1.896 1.560
C 1.350 2.838 0.394
C -4.108 -0.737 -1.256
N -0.909 0.769 -1.221
N 1.324 1.442 0.074
S -3.202 -0.036 0.270
H 1.239 -2.619 -1.112
H 1.133 -0.867 -1.876
H 0.734 -1.699 2.276
H 1.421 -2.894 1.394
H 2.495 -1.853 1.980
H 2.081 3.394 -0.236
H 0.341 3.235 0.326
H 1.737 2.938 1.419
H -4.704 -1.541 -0.975
H -3.365 -1.134 -1.878
H -4.650 0.151 -1.598
H 0.786 1.411 -0.813
H 2.272 0.561 1.704
*
```

***

A molecular structure, C7H13N2S in a non-equilibrium geometry. Source: the OMol25 dataset; level of theory: ωB97M-V with the def2-TZVPD basis set.

Summary:
Relative energy (zero: lowest compared OMol25 entry of this formula, charge and spin) ... 488.7 kJ/mol
Strongest force on any atom ... 0.0912 hartree/bohr
DFT total energy ... -21274.5823 eV
E_LUMO ... -3.86 eV

```
! RIJCOSX wB97M-V def2-TZVPD def2/J DEFGRID3
* xyz 1 1
C 1.316 -0.200 1.374
C 1.861 0.935 0.673
C 0.284 -0.913 0.989
C -0.573 0.964 -0.301
C -0.425 -2.057 1.642
C -1.091 1.498 -1.587
C 0.552 -0.981 -1.315
N 1.192 1.718 -0.105
N -0.398 -0.451 -0.276
S -1.626 1.505 1.071
H 1.925 -0.523 2.220
H 2.954 1.316 0.922
H 0.166 -2.035 2.571
H -0.495 -2.953 0.966
H -1.458 -1.593 1.676
H -0.894 0.659 -2.344
H -0.473 2.370 -1.950
H -2.050 1.991 -1.590
H 1.080 -0.133 -1.761
H 1.109 -1.874 -0.947
H -0.121 -1.235 -2.266
H -1.314 -0.885 -0.312
H -1.520 2.877 0.650
*
```

***

2 unconnected molecules or ions with the total composition C7H13N3 in a non-equilibrium geometry. Source: the OMol25 dataset; level of theory: ωB97M-V with the def2-TZVPD basis set.

Summary:
Relative energy (zero: lowest compared OMol25 entry of this formula, charge and spin) ... 190.3 kJ/mol
Strongest force on any atom ... 0.0260 hartree/bohr
DFT total energy ... -11937.9590 eV
E_LUMO ... 0.80 eV

```
! RIJCOSX wB97M-V def2-TZVPD def2/J DEFGRID3
* xyz 0 1
C 1.557 -0.094 1.289
C 1.531 -0.169 -0.216
C 2.502 -1.172 -0.752
C 0.897 0.730 -1.009
C 0.125 1.871 -0.613
C -0.354 2.876 -0.150
C -2.099 -0.670 0.044
H 0.665 0.386 1.688
H 2.419 0.460 1.657
H 1.613 -1.110 1.712
H 3.507 -1.004 -0.330
H 2.237 -2.201 -0.422
H 2.584 -1.131 -1.850
H 1.102 0.687 -2.088
H -0.804 3.710 0.345
H -1.282 0.259 1.640
H -2.644 1.012 1.017
H -3.207 0.429 -1.220
H -3.157 -1.231 -1.540
H -0.717 -1.766 0.741
N -1.838 0.433 0.818
N -3.151 -0.504 -0.828
N -1.484 -1.801 0.066
*
```